--- w ---
13
Properties=species:S:1:pos:R:3 method="wB97M-V/def2-TZVPD" gap_ev=7.90
C 0.398 -1.218 0.006
C 1.096 0.020 -0.520
C 0.608 1.258 -0.395
C -0.579 1.933 -0.013
N -1.963 -0.470 0.196
C -0.881 -0.880 0.728
H 1.068 -1.775 0.673
H 0.171 -1.892 -0.834
H 2.050 -0.127 -1.017
H 1.196 2.111 -0.787
H -0.419 2.433 0.965
H -1.871 -0.441 -0.825
H -0.873 -0.953 1.821


--- x ---
13
Properties=species:S:1:pos:R:3 method="wB97M-V/def2-TZVPD" gap_ev=12.08 smiles=N#CC1CCC1
N -2.752 -1.436 0.232
C -1.810 -0.897 -0.171
C -0.583 -0.251 -0.632
C -0.232 1.114 0.024
C 1.118 0.535 0.521
C 0.731 -0.856 -0.024
H -0.599 -0.214 -1.726
H -0.156 1.942 -0.684
H -0.917 1.398 0.826
H 1.997 0.973 0.039
H 1.258 0.583 1.603
H 0.533 -1.602 0.750
H 1.412 -1.289 -0.761


--- y ---
13
Properties=species:S:1:pos:R:3 method="wB97M-V/def2-TZVPD" gap_ev=9.98
N -2.865 0.045 0.961
C -1.946 0.530 0.455
C -0.740 1.033 -0.195
C 0.128 -0.187 -0.483
C 0.387 -1.185 0.652
C 1.581 -0.037 -0.418
H -0.217 1.725 0.476
H -1.016 1.605 -1.089
H -0.166 -0.711 -1.393
H 0.171 -2.278 0.533
H 0.470 -1.054 1.747
H 1.983 0.917 -0.021
H 2.229 -0.402 -1.225


--- z ---
13
Properties=species:S:1:pos:R:3 method="wB97M-V/def2-TZVPD" gap_ev=8.25 smiles=Cc1ccc[nH]1
C 1.929 -0.028 0.085
C 0.467 0.014 0.229
C -0.332 1.133 0.140
C -1.661 0.662 -0.010
C -1.618 -0.701 -0.089
N -0.293 -1.088 -0.012
H 2.467 -0.989 0.078
H 1.339 0.304 -0.931
H 2.530 0.798 0.472
H 0.026 2.158 0.121
H -2.549 1.273 -0.035
H -2.399 -1.432 -0.196
H 0.042 -2.034 0.076


Going by the energies, x is most stable and the next is 0.0408 hartree up.


--- w ---
13
Properties=species:S:1:pos:R:3 method="wB97M-V/def2-TZVPD" gap_ev=8.08
C -2.066 0.501 -0.096
N -0.689 0.016 0.168
C 0.672 -1.758 0.410
C 1.735 -0.930 0.163
C 1.594 0.377 -0.237
C 0.251 0.795 -0.288
H -2.617 0.657 0.839
H -2.655 -0.179 -0.720
H -2.061 1.475 -0.619
H 0.718 -2.293 1.376
H 2.700 -1.435 0.260
H 2.419 1.017 -0.506
H 0.001 1.756 -0.750


--- x ---
13
Properties=species:S:1:pos:R:3 method="wB97M-V/def2-TZVPD" gap_ev=10.44 smiles="C=C1N=C[C@H]1C"
C 1.389 -1.474 -0.050
C 1.099 0.577 -0.044
C 1.194 1.876 0.056
C 0.202 -0.552 -0.386
C -1.185 -0.518 0.228
N 2.374 -0.650 0.079
H 1.446 -2.609 0.019
H 2.046 2.502 0.152
H 0.367 2.584 0.342
H -0.033 -0.487 -1.527
H -1.685 0.440 0.247
H -1.217 -0.689 1.384
H -2.005 -1.284 -0.058


--- y ---
13
Properties=species:S:1:pos:R:3 method="wB97M-V/def2-TZVPD" gap_ev=9.95 smiles="C1=C[C@H]2N[C@H]2C1"
C 0.540 -1.137 0.015
C 1.271 0.012 -0.657
C 0.623 1.166 -0.503
C -0.629 0.999 0.309
N -1.661 0.040 0.102
C -0.566 -0.429 0.842
H 1.203 -1.812 0.567
H 0.069 -1.748 -0.774
H 2.187 -0.122 -1.228
H 0.998 2.144 -0.797
H -1.029 1.855 0.841
H -2.218 -0.356 -0.612
H -0.788 -0.612 1.896


Going by the energies, y is most stable and the next is 0.0545 hartree up.


--- w ---
13
Properties=species:S:1:pos:R:3 method="wB97M-V/def2-TZVPD" gap_ev=10.28
C 0.800 0.415 1.331
C -0.676 0.277 0.741
C -0.143 0.599 -0.683
C -0.812 -0.635 -1.242
N -0.459 -1.114 0.163
C 0.875 -0.314 0.017
H 1.246 1.429 1.290
H 1.240 -0.123 2.184
H -1.667 0.494 1.170
H -0.002 1.609 -1.082
H -0.263 -1.220 -1.996
H -1.863 -0.540 -1.536
H 1.723 -0.878 -0.356


--- x ---
13
Properties=species:S:1:pos:R:3 method="wB97M-V/def2-TZVPD" gap_ev=8.77 smiles=Cc1ccc[nH]1
C 1.677 -0.042 -0.183
C 0.480 0.143 0.742
C -0.418 1.186 0.560
C -1.623 0.643 0.034
C -1.426 -0.715 -0.082
N -0.264 -1.011 0.554
H 2.341 -0.883 0.051
H 1.171 -0.303 -1.130
H 2.260 0.850 -0.389
H -0.164 2.239 0.542
H -2.471 1.183 -0.367
H -1.756 -1.384 -0.862
H 0.195 -1.906 0.530


--- y ---
13
Properties=species:S:1:pos:R:3 method="wB97M-V/def2-TZVPD" gap_ev=10.47 smiles=C#CCN1CC1
C -1.023 2.352 1.147
C -0.920 1.480 0.323
C -0.729 0.433 -0.689
N -0.387 -0.852 -0.081
C 0.855 -0.894 0.665
C 0.747 -1.552 -0.658
H -1.123 3.120 1.882
H -1.651 0.302 -1.266
H 0.045 0.777 -1.396
H 0.824 -1.480 1.581
H 1.446 0.019 0.724
H 0.648 -2.631 -0.744
H 1.269 -1.074 -1.489


--- z ---
13
Properties=species:S:1:pos:R:3 method="wB97M-V/def2-TZVPD" gap_ev=8.66 smiles=Cc1ccc[nH]1
C 1.905 0.043 -0.158
C 0.404 -0.100 -0.030
C -0.398 1.006 0.148
C -1.837 0.753 0.103
C -1.882 -0.604 0.005
N -0.303 -1.236 -0.107
H 2.487 -0.559 0.548
H 2.254 -0.197 -1.173
H 2.164 1.095 0.006
H 0.034 1.710 0.829
H -2.620 1.576 0.133
H -2.546 -1.415 -0.052
H 0.337 -2.072 -0.251


Going by the energies, x is most stable and the next is 0.0236 hartree up.


--- w ---
13
Properties=species:S:1:pos:R:3 method="wB97M-V/def2-TZVPD" gap_ev="8.33 / 8.34"
C -0.978 -0.074 -0.776
C -1.134 0.997 0.281
C 0.141 -1.601 0.836
C 0.350 -0.690 -0.314
C 1.034 0.555 0.348
N -0.066 1.364 0.866
H -0.913 0.399 -1.767
H -1.793 -0.801 -0.804
H -2.086 1.447 0.557
H 1.149 -1.960 1.130
H 0.987 -1.110 -1.103
H 1.600 1.132 -0.395
H 1.734 0.290 1.144


--- x ---
13
Properties=species:S:1:pos:R:3 method="wB97M-V/def2-TZVPD" gap_ev=10.48 smiles=C#CCN1CC1
C 2.008 -0.579 -0.936
C 1.433 0.375 -0.478
C 0.509 1.258 0.244
N -0.672 0.533 0.757
C -0.681 -0.920 0.716
C -1.530 -0.132 -0.208
H 2.540 -1.412 -1.336
H 1.025 1.721 1.095
H 0.157 2.074 -0.400
H -1.072 -1.439 1.585
H 0.180 -1.396 0.249
H -2.602 -0.015 -0.053
H -1.216 -0.125 -1.253


--- y ---
13
Properties=species:S:1:pos:R:3 method="wB97M-V/def2-TZVPD" gap_ev=8.50
C -2.578 -0.164 0.458
C -1.298 0.003 -0.012
C -0.293 0.443 -0.648
C 1.128 0.149 -0.827
C 2.050 0.236 0.338
N 1.681 -1.063 -0.201
H -1.771 1.009 -0.482
H -2.876 0.277 1.402
H -3.262 -0.828 -0.059
H 1.537 0.352 -1.813
H 1.631 0.558 1.290
H 3.087 0.516 0.174
H 0.962 -1.490 0.380


Going by the energies, x is most stable and the next is 0.0408 hartree up.


--- w ---
19
Properties=species:S:1:pos:R:3 method="wB97M-V/def2-TZVPD" gap_ev=8.41 smiles="C=C/[SiH]=N/C.CN"
C 2.791 -2.676 -0.047
C 1.818 -2.196 -0.798
C -3.435 0.122 -0.094
C 0.717 2.180 0.362
N -2.218 0.325 -0.940
N 1.146 0.762 0.438
Si 0.894 -0.553 -0.545
H 3.148 -3.631 -0.471
H 3.169 -2.266 0.914
H 1.550 -2.622 -1.757
H -3.396 0.775 0.754
H -4.202 0.412 -0.820
H -3.514 -0.992 0.217
H 0.282 2.419 1.271
H 1.654 2.860 0.174
H 0.044 2.273 -0.402
H -1.550 0.891 -0.507
H -2.808 1.032 -1.762
H -0.216 -0.521 -1.385


--- x ---
19
Properties=species:S:1:pos:R:3 method="wB97M-V/def2-TZVPD" gap_ev=7.86 smiles="C/C=[Si](/C)N.C=N"
C -0.044 -0.865 -2.849
C -0.149 -0.165 -1.535
C -1.860 2.386 1.556
C 0.909 -0.335 1.709
N 1.415 -2.265 -0.401
N -1.283 2.849 2.537
Si 0.447 -0.848 -0.094
H -0.839 -1.720 -3.018
H 0.869 -1.541 -2.768
H -0.756 0.703 -1.667
H -2.202 1.353 1.471
H -0.168 -0.180 -3.656
H -2.180 2.945 0.641
H 0.072 -0.594 2.400
H 1.715 -0.948 2.029
H 1.260 0.687 1.913
H 2.100 -2.439 0.295
H 1.645 -2.871 -1.197
H -0.952 3.848 2.636


Going by the energies, x is most stable and the next is 0.0784 hartree up.


--- w ---
12
Properties=species:S:1:pos:R:3 method="wB97M-V/def2-TZVPD" gap_ev="7.92 / 7.92"
C 0.054 -1.654 0.063
C 0.296 -0.201 0.030
C -1.046 -0.060 -0.067
C -1.868 1.076 0.025
C 1.627 0.428 -0.097
N -1.227 -1.582 0.065
O -3.023 1.148 -0.220
H 0.589 -2.573 0.323
H -1.290 1.936 0.510
H 1.513 1.449 0.160
H 2.014 0.224 -1.193
H 2.361 -0.191 0.401


--- x ---
12
Properties=species:S:1:pos:R:3 method="wB97M-V/def2-TZVPD" gap_ev=10.48
N 2.367 0.712 -0.983
C 1.948 0.437 0.070
C 0.918 -0.504 0.584
O -0.070 -0.332 1.587
C -1.105 -0.339 0.602
C -0.939 0.841 -0.257
C -0.034 -0.335 -0.582
H 1.390 -1.485 0.711
H -2.020 -0.851 0.902
H -1.746 0.958 -0.983
H -0.538 1.778 0.129
H 0.691 -0.223 -1.516


Going by the energies, w is most stable and the next is 0.0222 hartree up.